A 3-piece molecular cluster, C5H16O2 overall. Source: the Open Molecules 2025 dataset; level of theory: the ωB97M-V functional and the def2-TZVPD basis.

Geometry as ORCA input:
```
! RIJCOSX wB97M-V def2-TZVPD def2/J DEFGRID3
* xyz 0 1
C 0.2032 -2.8923 -0.9564
C 0.7690 -1.8209 0.0879
C 2.1218 -2.2343 0.5849
C 3.0954 -1.2378 1.2424
C 2.3466 -0.4490 2.3350
H -0.6295 -3.2694 -0.3560
H -0.3527 -2.4890 -1.7951
H 1.0020 -3.6097 -1.1241
H 0.8593 -0.8694 -0.4816
H 0.0314 -1.6849 0.8731
H 1.9272 -2.9492 1.4125
H 2.6618 -2.9114 -0.1115
H 3.8508 -1.8850 1.7137
H 3.6217 -0.6388 0.4885
H 1.8507 -1.2305 2.9200
H 3.0276 0.1543 2.9492
H 1.6648 0.1916 1.7804
O -4.2627 3.8427 -3.9111
H -4.3889 3.7956 -2.9536
H -3.4661 3.3160 -4.0621
O -2.8075 3.4701 1.1418
H -3.0968 4.2748 0.7053
H -2.6840 2.7842 0.4861
*
```

HOMO-LUMO gap   10.976 eV
SMILES   CCCCC.O.O
Energy relative to the best compared isomer or geometry (same formula, charge and spin)   27.16 kcal/mol
LUMO level   0.0076 Eh

***

AlH10O5 as an isolated structure. Source: the Open Molecules 2025 dataset; level of theory: the ωB97M-V functional and the def2-TZVPD basis.

Geometry as ORCA input:
```
! RIJCOSX wB97M-V def2-TZVPD def2/J DEFGRID3
* xyz 3 1
Al 0.3251 0.0599 -0.4206
O -1.7160 0.2254 0.0010
H -2.1702 0.9768 -0.3802
H -2.3182 -0.1064 0.6670
O 0.0496 1.2614 1.2635
H 0.0982 1.0812 2.2023
H -0.2912 2.1542 1.2079
O -0.1664 -0.9048 1.3037
H -0.0104 -1.8377 1.4506
H -0.4769 -0.5776 2.1479
O 0.5775 1.1115 -2.2228
H 0.0836 1.8325 -2.6133
H 1.3176 0.9790 -2.8151
O 1.4045 -1.7484 -0.4827
H 2.0134 -1.8895 -1.2077
H 1.2798 -2.6175 -0.1015
*
```

HOMO-LUMO gap   10.773 eV
Energy relative to the best compared isomer or geometry (same formula, charge and spin)   1.17 kcal/mol
LUMO level   -0.5595 Eh

***

One molecule with the formula C5H8N2O. Source: the Open Molecules 2025 dataset; level of theory: the ωB97M-V functional and the def2-TZVPD basis.

Geometry as ORCA input:
```
! RIJCOSX wB97M-V def2-TZVPD def2/J DEFGRID3
* xyz 0 1
C -0.2506 1.8097 -0.3135
C -0.5549 0.4302 0.3988
O -2.0081 0.3284 0.0613
N -2.3873 -0.9565 -0.0810
C -1.2681 -1.6593 -0.1295
C -0.0478 -0.8993 -0.0314
C 1.2119 -1.2057 -0.1216
N 2.2851 -0.3331 -0.0896
H -1.0858 2.4732 -0.0243
H -0.4212 1.6889 -1.3786
H 0.6566 2.3454 -0.0240
H -0.4892 0.6620 1.4248
H -1.5780 -2.6897 -0.2971
H 1.4623 -2.1922 -0.2421
H 1.7750 0.5972 -0.0217
H 2.7001 -0.3992 0.8695
*
```

HOMO-LUMO gap   9.038 eV
SMILES   C[C@H]1ON=C/C1=C/N
Energy relative to the best compared isomer or geometry (same formula, charge and spin)   82.23 kcal/mol
LUMO level   0.0261 Eh